# 1
The following is a quantum chemistry calculation of a structure of composition C35H26BiBrN6O6PS, from the OMol25 dataset.

Element x y z (Å)
Bi  -1.91496  0.05423  -2.69850
N  -2.98021  1.72011  -6.87434
C  -2.47689  1.09748  -5.74656
S  -3.42552  1.35439  -4.26696
N  -1.39716  0.42573  -5.82513
N  -0.87410  -0.08374  -4.66856
C  0.25545  -0.80859  -4.76132
C  0.96588  -1.17835  -3.65630
C  2.10821  -2.04844  -3.65183
C  2.77722  -2.31758  -2.52513
C  2.47568  -1.63130  -1.22182
C  1.23592  -0.78018  -1.37193
N  0.54060  -0.63259  -2.43907
H  -3.95766  1.94859  -6.83250
H  -2.64042  1.36852  -7.75398
H  0.59474  -1.07861  -5.75639
H  2.38724  -2.52312  -4.58605
H  3.58964  -3.03061  -2.52516
H  2.30888  -2.37831  -0.43213
H  0.21265  0.70598  -0.47295
O  -2.24667  5.41795  0.90145
C  -2.11881  4.31510  0.42730
C  -0.96358  3.81066  -0.40948
O  0.14656  4.30759  -0.47915
C  -1.46317  2.60356  -1.04382
C  -2.76151  2.27359  -0.59675
O  -3.41768  1.29503  -1.05087
C  -3.09696  3.16866  0.52641
O  -3.91126  2.98729  1.41614
O  -0.80455  1.85812  -1.89051
O  -5.91030  -0.29923  2.36357
C  -4.83213  -0.64279  1.62980
C  -3.56085  -0.14761  1.89768
C  -2.52612  -0.53801  1.08124
N  -2.66698  -1.38158  0.05898
C  -3.87798  -1.83436  -0.16604
Br  -4.03363  -3.00143  -1.66075
C  -5.00100  -1.53454  0.57570
H  -5.68612  0.46288  2.90974
H  -3.40315  0.58040  2.68120
H  -1.52604  -0.15744  1.23489
H  -5.97566  -1.93645  0.34356
N  0.83769  -0.06845  -0.25092
P  1.68824  -0.15556  1.18497
C  0.97246  -1.57494  2.09482
C  1.33120  -1.78809  3.42689
C  0.96668  -2.95779  4.07130
C  0.25891  -3.93748  3.38875
C  -0.09108  -3.73832  2.06043
C  0.27176  -2.56969  1.41360
C  3.34219  -0.19041  0.72739
C  4.31456  -0.25652  1.76446
C  5.56676  -0.72894  1.55270
C  5.85289  -1.37071  0.29030
C  4.97313  -1.40903  -0.71975
C  3.63591  -0.70945  -0.68827
C  1.19619  1.32122  2.09304
C  1.80334  2.51890  1.72351
C  1.36588  3.71084  2.27617
C  0.31561  3.70780  3.18261
C  -0.29564  2.51530  3.54637
C  0.14314  1.31749  3.00705
H  1.88792  -1.02112  3.95491
H  1.23972  -3.11430  5.10744
H  -0.02382  -4.85330  3.89199
H  -0.64996  -4.49468  1.52383
H  -0.02428  -2.40919  0.38590
H  4.02813  0.13370  2.74003
H  6.33423  -0.68027  2.31354
H  6.80888  -1.87175  0.17783
H  5.21063  -1.94429  -1.63001
H  3.66609  0.13866  -1.39320
H  2.60454  2.49566  0.99553
H  1.82199  4.64568  1.98367
H  -0.04681  4.64192  3.59121
H  -1.12580  2.52269  4.24121
H  -0.32892  0.38345  3.28696

The value obtained for the total energy is -5657.56273 a.u. The energy above the lowest of the compared OMol25 structures with the same formula, charge and spin comes out at 207.8 kJ/mol. Its charge is -1. The value obtained for the LUMO energy is 2.181 eV.


# 2
The following is a quantum chemistry calculation of a structure of composition C35H26Cl2IN2O4Ta, from the OMol25 dataset.

Element x y z (Å)
Ta  -0.21890  -0.36559  0.04598
C  -0.75158  -4.07218  2.65041
C  -0.90250  -2.75469  3.34490
N  -0.92774  -2.73722  4.66652
C  -1.09750  -1.58729  5.32300
C  -1.24773  -0.35890  4.71041
C  -1.41225  0.89859  5.53221
O  -2.55729  1.64974  5.15540
C  -1.19622  -0.33933  3.30170
C  -1.38709  0.90668  2.59472
N  -1.14820  1.10055  1.33613
C  -1.39572  2.39867  0.78372
C  -0.95898  3.55754  1.41047
C  -1.22906  4.78594  0.82750
C  -1.91216  4.86169  -0.37854
C  -2.32856  3.70650  -1.02845
C  -2.05753  2.48990  -0.43437
I  -2.64491  0.68252  -1.32993
C  -1.02660  -1.55519  2.62942
O  -0.99164  -1.58981  1.27696
H  -0.21279  -4.75739  3.30014
H  -1.73478  -4.50275  2.44956
H  -0.23708  -3.97754  1.69505
H  -1.11369  -1.65897  6.40482
H  -1.43102  0.63777  6.59118
H  -0.55290  1.55693  5.38271
H  -3.33229  1.32012  5.62236
H  -1.80163  1.73379  3.16620
H  -0.38947  3.48966  2.33010
H  -0.89277  5.69128  1.31378
H  -2.11802  5.82385  -0.82681
H  -2.85383  3.76454  -1.97160
Cl  3.19761  -2.02112  -6.37827
C  2.44934  -1.39851  -4.96270
C  2.60604  -0.04567  -4.64621
C  2.02203  0.49946  -3.51769
Cl  2.19869  2.16540  -3.14404
C  1.27303  -0.31546  -2.67133
O  0.69758  0.16597  -1.57762
C  1.10571  -1.67845  -2.99430
C  0.29307  -2.51343  -2.18290
O  -0.27563  -2.18290  -1.11261
C  1.69887  -2.21520  -4.15275
H  3.19244  0.58838  -5.29864
H  0.12967  -3.54267  -2.51272
H  1.56819  -3.26028  -4.40262
C  5.68406  -2.57052  2.62266
C  4.62697  -3.44027  2.38977
C  3.42353  -2.94337  1.92366
C  3.26041  -1.57188  1.70460
C  4.33179  -0.70357  1.93585
C  5.53695  -1.20783  2.38926
C  1.95800  -1.10165  1.23673
C  1.41861  0.13156  1.19308
C  1.90507  1.39738  1.75832
C  1.99007  1.54769  3.14353
C  2.38412  2.76325  3.68340
C  2.70087  3.82876  2.84886
C  2.61897  3.68038  1.47082
C  2.20826  2.47264  0.92424
H  6.62920  -2.95513  2.98164
H  4.74468  -4.50030  2.56741
H  2.59636  -3.61988  1.73669
H  4.22966  0.35667  1.75131
H  6.36827  -0.53770  2.56051
H  1.34607  -1.94900  0.86799
H  1.77394  0.70283  3.78821
H  2.46407  2.87606  4.75680
H  3.02126  4.77041  3.27408
H  2.87590  4.50598  0.82029
H  2.14028  2.35567  -0.15137

The value obtained for the total energy is -3034.47117 a.u. The energy above the lowest of the compared OMol25 structures with the same formula, charge and spin comes out at 0.0 kJ/mol. Its charge is +2. The value obtained for the LUMO energy is -7.124 eV.


# 3
The following is a quantum chemistry calculation of a cluster of 6 separate species, C35H26F9NO12S in total, from the OMol25 dataset.

Element x y z (Å)
O  3.80202  2.85250  0.78462
C  3.36943  2.77073  -0.33293
O  3.80707  1.83935  -1.21292
N  2.40243  3.63760  -0.84238
C  1.11590  2.93465  -1.10581
C  0.00470  3.95371  -1.03100
C  -1.35473  3.45714  -1.51953
F  -1.19660  2.75653  -2.67710
F  -2.14489  4.54018  -1.75501
C  -2.01820  2.52800  -0.46313
F  -1.82785  2.99758  0.78790
F  -1.38503  1.32820  -0.55417
S  -3.89201  2.22971  -0.68998
F  -3.78437  2.55141  -2.22661
F  -4.16653  3.74319  -0.34420
F  -4.04061  1.86381  0.85797
F  -3.68816  0.68847  -0.99465
F  -5.44384  2.02021  -0.86378
H  3.18463  1.09593  -1.18882
H  2.28431  4.40180  -0.19450
H  0.99807  2.13873  -0.37176
H  1.19302  2.48076  -2.08524
H  -0.06710  4.38851  -0.04137
H  0.26040  4.76290  -1.71022
O  -7.38869  3.57004  4.05172
C  -7.14472  2.38380  4.14101
C  -7.69499  1.56409  5.24874
C  -7.42050  0.26610  5.34456
C  -6.55627  -0.41572  4.34880
O  -6.30753  -1.59820  4.43537
C  -6.00654  0.40686  3.24162
C  -6.27968  1.70461  3.14585
H  -8.31814  2.07925  5.96810
H  -7.80773  -0.35071  6.14523
H  -5.37775  -0.10773  2.52594
H  -5.88979  2.32087  2.34746
O  2.15304  -0.44229  -1.15186
C  2.46411  -1.33294  -0.37631
C  2.09627  -1.25786  1.05614
C  2.43365  -2.22788  1.90031
C  3.18896  -3.42224  1.43781
O  3.49342  -4.30500  2.20806
C  3.55365  -3.48775  0.00128
C  3.21609  -2.51714  -0.84242
H  1.54579  -0.37949  1.36972
H  2.17892  -2.19828  2.95185
H  4.10273  -4.36408  -0.31725
H  3.46825  -2.54313  -1.88766
O  -7.14072  3.04713  8.19968
C  -6.46277  4.04963  8.10793
C  -5.46964  4.40391  9.15201
C  -4.72789  5.50315  9.05047
C  -4.86110  6.41920  7.88840
O  -4.18209  7.41824  7.79760
C  -5.85491  6.06230  6.84575
C  -6.59748  4.96332  6.94770
H  -5.38811  3.72216  9.98900
H  -3.99772  5.78285  9.79910
H  -5.93669  6.74178  6.00715
H  -7.32530  4.68262  6.19654
O  2.29730  -5.63289  -8.26061
C  2.45403  -5.33221  -7.09870
C  3.36605  -6.10464  -6.21892
C  3.53710  -5.77352  -4.94348
C  2.82885  -4.61849  -4.34810
O  2.99306  -4.31320  -3.18221
C  1.91592  -3.84535  -5.22166
C  1.74182  -4.17595  -6.49780
H  3.88022  -6.94072  -6.67530
H  4.20052  -6.32135  -4.28566
H  1.40913  -3.00523  -4.76383
H  1.08270  -3.62489  -7.15602
O  5.69990  -3.73675  -6.20048
C  6.79750  -4.10165  -5.83664
C  7.14487  -4.16649  -4.39556
C  8.34787  -4.56748  -3.99407
C  9.39234  -4.96787  -4.97151
O  10.48622  -5.33501  -4.60605
C  9.04259  -4.90215  -6.41336
C  7.83924  -4.50119  -6.81394
H  6.36830  -3.87029  -3.70073
H  8.62411  -4.62189  -2.94881
H  9.81806  -5.19757  -7.10829
H  7.56211  -4.44629  -7.85901

The value obtained for the total energy is -3603.72612 a.u. The SMILES is O=C(O)NCCC(F)(F)C(F)(F)S(F)(F)(F)(F)F.O=C1C=CC(=O)C=C1.O=C1C=CC(=O)C=C1.O=C1C=CC(=O)C=C1.O=C1C=CC(=O)C=C1.O=C1C=CC(=O)C=C1. Its charge is 0. The value obtained for the LUMO energy is -1.855 eV.


Question: The lowest charge belongs to which entry?
Answer: C35H26BiBrN6O6PS


Question: What is the formula in the third record?
Answer: C35H26F9NO12S


Question: charge of number 2 (C35H26Cl2IN2O4Ta)?
Answer: +2


Question: The highest charge belongs to which entry?
Answer: C35H26Cl2IN2O4Ta